Entry 1:
73
Properties=species:S:1:pos:R:3:lowdin_charge:R:1 method="wB97M-V/def2-TZVPD" spin_multiplicity=5 homo_lumo_gap_ev="6.572 / 6.607" fmax_ev_per_a=4.0 relative_energy_kcal_mol=2.6 charge=+1 homo_ev="-9.751 / -9.878"
Fe -2.84 5.92 18.47 0.80
Br -1.92 12.32 21.08 0.77
C -2.61 11.02 19.93 -0.71
C -3.88 10.56 20.40 -0.12
C -4.38 9.45 19.80 -0.02
C -3.62 8.70 18.86 -0.31
O -4.11 7.51 18.61 -0.16
C -2.39 9.25 18.31 -0.10
C -1.53 8.47 17.42 -0.05
N -1.76 7.21 17.11 -0.02
C -1.55 6.69 15.80 -0.17
C -1.04 7.34 14.67 0.00
C -0.89 6.63 13.47 -0.06
C -1.39 5.34 13.32 -0.03
C -1.93 4.65 14.44 -0.14
C -2.47 3.32 14.34 0.02
C -3.09 2.83 15.45 -0.06
C -3.22 3.55 16.64 -0.07
N -2.60 4.77 16.82 0.02
C -2.00 5.30 15.71 -0.14
C -1.90 10.47 18.90 -0.08
H -4.37 11.06 21.24 0.10
H -5.33 9.04 20.14 0.12
H -0.67 8.97 16.96 0.13
H -0.71 8.35 14.79 0.10
H -0.31 7.10 12.66 0.12
H -1.36 4.81 12.36 0.12
H -2.36 2.71 13.42 0.14
H -3.46 1.79 15.58 0.11
H -3.70 3.06 17.49 0.08
H -1.00 10.93 18.53 0.11
N 0.77 5.47 18.38 0.17
C 0.19 5.21 19.57 -0.42
N 1.08 4.79 20.49 0.18
C 0.53 4.37 21.65 -0.42
N 1.32 3.99 22.63 0.19
N -0.81 4.24 21.81 0.20
C -1.55 4.77 20.89 -0.30
N -1.15 5.24 19.69 0.13
C -2.99 4.76 21.13 -0.17
C -3.57 4.55 22.37 0.02
C -4.94 4.72 22.54 -0.03
C -5.69 5.13 21.47 -0.04
C -5.09 5.26 20.23 -0.08
N -3.74 5.20 20.06 0.01
H 1.80 5.47 18.43 0.13
H 0.31 6.10 17.72 0.08
H 2.26 4.32 22.66 0.12
H 0.87 3.64 23.49 0.14
H -2.97 4.19 23.16 0.11
H -5.38 4.55 23.50 0.12
H -6.80 5.28 21.50 0.13
H -5.64 5.59 19.31 0.13
C -1.08 -0.59 17.29 -0.12
N -2.50 -0.71 17.54 -0.23
C -3.30 -1.28 16.46 -0.06
C -2.98 0.01 18.60 -0.80
S -2.17 1.32 19.27 0.65
N -4.19 -0.39 19.05 -0.21
C -4.53 -1.81 19.25 -0.03
C -4.95 0.44 19.97 -0.12
H -0.78 -1.40 16.64 0.08
H -0.54 -0.63 18.24 0.07
H -0.83 0.34 16.76 0.08
H -2.91 -0.83 15.52 0.09
H -4.40 -1.09 16.55 0.10
H -3.20 -2.36 16.42 0.09
H -3.66 -2.41 18.98 0.10
H -5.36 -2.11 18.63 0.08
H -4.87 -1.99 20.26 0.09
H -6.00 0.20 19.88 0.09
H -4.81 1.51 19.80 0.04
H -4.61 0.33 21.02 0.10

---

Entry 2:
70
Properties=species:S:1:pos:R:3:nbo_charge:R:1 method="wB97M-V/def2-TZVPD" spin_multiplicity=6 homo_lumo_gap_ev="6.490 / 6.785" fmax_ev_per_a=1.2 relative_energy_kcal_mol=0.0 charge=-1 homo_ev="-3.914 / -4.548"
Ru 0.31 0.41 -0.40 1.63
C -1.92 3.19 -2.98 -0.68
C -1.43 2.61 -1.67 0.54
O -0.22 2.25 -1.63 -0.72
C -2.34 2.57 -0.61 -0.47
C -2.12 2.05 0.68 0.33
C -3.21 2.26 1.70 -0.66
N -1.02 1.41 1.02 -0.46
N -0.94 1.10 2.39 -0.46
C 0.19 0.49 2.61 0.53
O 1.09 0.19 1.76 -0.76
C 0.44 0.07 4.05 -0.01
C 1.54 -0.73 4.31 -0.21
C 1.80 -1.17 5.61 -0.22
C 0.96 -0.81 6.64 -0.23
C -0.14 0.00 6.38 -0.23
C -0.40 0.44 5.09 -0.22
H -1.22 2.92 -3.77 0.22
H -1.98 4.28 -2.92 0.21
H -2.91 2.81 -3.23 0.22
H -3.32 2.98 -0.80 0.20
H -4.04 2.79 1.25 0.20
H -2.83 2.81 2.55 0.23
H -3.54 1.29 2.08 0.23
H 2.18 -1.01 3.48 0.24
H 2.66 -1.80 5.80 0.20
H 1.16 -1.15 7.65 0.20
H -0.80 0.29 7.19 0.20
H -1.25 1.06 4.87 0.23
C 2.29 2.97 0.47 -0.42
N 2.43 1.87 -0.46 -0.44
C 2.76 2.36 -1.80 -0.42
C 3.43 0.89 -0.02 -0.25
C 3.28 -0.40 -0.80 -0.06
C 4.39 -1.14 -1.18 -0.23
C 4.22 -2.32 -1.91 -0.23
C 2.94 -2.74 -2.25 -0.26
C 1.84 -1.99 -1.85 -0.15
C 1.97 -0.79 -1.13 -0.41
H 3.24 3.53 0.59 0.16
H 1.99 2.58 1.45 0.22
H 1.52 3.65 0.11 0.21
H 3.71 2.92 -1.77 0.16
H 1.96 3.00 -2.15 0.23
H 2.87 1.52 -2.48 0.22
H 3.24 0.69 1.04 0.24
H 4.45 1.30 -0.13 0.16
H 5.38 -0.80 -0.92 0.19
H 5.09 -2.90 -2.21 0.20
H 2.80 -3.65 -2.82 0.20
H 0.85 -2.35 -2.10 0.19
C -2.62 -1.97 2.11 -0.73
C -1.48 -1.89 1.20 0.40
N -0.57 -1.81 0.51 -0.40
H -3.49 -1.59 1.59 0.28
H -2.41 -1.37 2.99 0.26
H -2.79 -3.01 2.40 0.24
Br -0.31 -2.64 -6.47 0.03
C -1.57 -2.71 -5.06 -0.14
C -2.58 -3.66 -5.10 0.00
N -3.49 -3.77 -4.14 -0.42
C -3.41 -2.91 -3.11 0.05
C -2.44 -1.93 -3.00 -0.17
C -1.49 -1.83 -3.99 -0.17
C -2.40 -1.01 -1.78 0.80
O -3.34 -1.09 -0.98 -0.71
O -1.42 -0.21 -1.77 -0.79
H -2.65 -4.35 -5.93 0.19
H -4.16 -3.00 -2.33 0.21
H -0.71 -1.08 -3.91 0.26

---

Entry 3:
66
Properties=species:S:1:pos:R:3:nbo_charge:R:1 method="wB97M-V/def2-TZVPD" homo_lumo_gap_ev=4.054 fmax_ev_per_a=2.0 relative_energy_kcal_mol=52.0 charge=+1 homo_ev=-9.275
Pb -0.92 -0.19 -0.97 1.01
O -0.41 0.08 2.53 -0.23
C 0.65 -0.19 2.75 0.90
C 1.95 -0.38 3.11 -0.30
C 2.26 -0.48 4.49 -0.09
C 3.58 -0.46 4.89 -0.22
C 4.59 -0.35 3.93 -0.07
C 4.29 -0.31 2.58 -0.22
C 2.99 -0.36 2.13 -0.19
P 2.49 -0.27 0.34 0.84
C 4.06 0.39 -0.33 -0.27
C 4.22 1.78 -0.32 -0.23
C 5.41 2.35 -0.73 -0.19
C 6.45 1.54 -1.16 -0.18
C 6.29 0.16 -1.21 -0.20
C 5.10 -0.41 -0.79 -0.23
C 2.62 -2.02 -0.16 -0.37
C 2.70 -3.09 0.73 -0.18
C 2.79 -4.39 0.25 -0.22
C 2.80 -4.63 -1.12 -0.19
C 2.67 -3.57 -2.01 -0.20
C 2.58 -2.27 -1.53 -0.22
H 1.46 -0.55 5.22 0.25
H 3.82 -0.53 5.94 0.25
H 5.62 -0.31 4.26 0.25
H 5.10 -0.26 1.85 0.26
H 3.40 2.41 0.01 0.22
H 5.54 3.42 -0.71 0.23
H 7.39 1.98 -1.47 0.23
H 7.09 -0.47 -1.56 0.23
H 4.99 -1.49 -0.82 0.23
H 2.70 -2.92 1.80 0.20
H 2.87 -5.22 0.94 0.23
H 2.92 -5.64 -1.49 0.23
H 2.64 -3.76 -3.08 0.24
H 2.49 -1.44 -2.23 0.23
C -0.64 3.63 2.02 -0.43
C -1.77 4.31 1.24 -0.43
C -1.91 3.44 -0.02 -0.08
O -0.79 2.53 -0.03 -0.55
C 0.18 3.03 0.88 -0.06
H -1.03 2.84 2.66 0.20
H -0.06 4.33 2.62 0.22
H -1.49 5.33 0.98 0.21
H -2.70 4.35 1.81 0.23
H -1.89 4.04 -0.93 0.19
H -2.82 2.84 -0.01 0.20
H 0.78 3.81 0.39 0.17
H 0.83 2.20 1.18 0.16
N -0.54 -2.71 -0.89 -1.09
H 0.28 -3.02 -0.39 0.38
H -0.49 -3.05 -1.85 0.40
H -1.36 -3.14 -0.46 0.41
Br -1.97 -0.58 -3.30 -0.57
S -2.88 -1.03 0.66 -0.42
C -4.46 -0.41 0.20 -0.16
C -5.56 -0.87 0.93 -0.24
C -6.84 -0.44 0.60 -0.19
C -7.03 0.45 -0.44 -0.23
C -5.94 0.92 -1.16 -0.22
C -4.66 0.50 -0.84 -0.19
H -5.40 -1.57 1.73 0.22
H -7.69 -0.81 1.17 0.22
H -8.03 0.78 -0.71 0.22
H -6.08 1.62 -1.97 0.22
H -3.81 0.87 -1.41 0.20